w | Here is an isolated molecule of C11H18 from OMol25. Energies are from ωB97M-V/def2-TZVPD.

Output
2S+1: 1
SMILES string: C1C[C@@H]2C[C@H]3CC[C@@H]2[C@@H](C1)C3

Last columns: bonded neighbours and bond lengths (Å).
Geometry (Å):
1 C 2.532 0.102 0.005  C2 1.576, C10 1.583, H12 1.146, H13 1.166
2 C 1.614 1.375 -0.127  C1 1.576, C3 1.466, H14 1.112, H15 1.159
3 C 0.234 1.276 0.356  C2 1.466, C4 1.549, C8 1.586, H16 1.069
4 C -0.935 1.421 -0.650  C3 1.549, C5 1.502, H17 1.161, H18 1.005
5 C -1.438 0.064 -1.050  C4 1.502, C6 1.586, C11 1.492, H19 1.110
6 C -2.403 -0.431 0.107  C5 1.586, C7 1.543, H20 1.124, H21 1.077
7 C -1.559 -0.129 1.362  C6 1.543, C8 1.565, H22 1.117, H23 1.155
8 C -0.016 -0.097 1.109  C3 1.586, C7 1.565, C9 1.535, H24 1.078
9 C 0.354 -1.236 0.149  C8 1.535, C10 1.528, C11 1.592, H25 1.102
10 C 1.868 -1.335 -0.030  C1 1.583, C9 1.528, H26 1.159, H27 1.126
11 C -0.402 -0.995 -1.232  C5 1.492, C9 1.592, H28 1.105, H29 1.149
12 H 3.040 0.097 1.032  C1 1.146
13 H 3.370 0.149 -0.805  C1 1.166
14 H 1.564 1.694 -1.192  C2 1.112
15 H 2.183 2.167 0.501  C2 1.159
16 H 0.055 1.966 1.152  C3 1.069
17 H -0.674 1.922 -1.664  C4 1.161
18 H -1.601 2.024 -0.198  C4 1.005
19 H -1.976 0.220 -2.009  C5 1.110
20 H -2.672 -1.508 -0.076  C6 1.124
21 H -3.338 0.104 0.093  C6 1.077
22 H -1.927 0.845 1.768  C7 1.117
23 H -1.785 -0.909 2.184  C7 1.155
24 H 0.572 -0.188 2.009  C8 1.078
25 H -0.083 -2.107 0.662  C9 1.102
26 H 2.432 -1.846 0.844  C10 1.159
27 H 2.114 -2.030 -0.880  C10 1.126
28 H -0.892 -1.935 -1.543  C11 1.105
29 H 0.523 -0.757 -1.869  C11 1.149

Here are the Löwdin charges for atoms 1 to 5, given in e:
1 C -0.18
2 C -0.17
3 C -0.29
4 C -0.12
5 C -0.34


x | Here is a 2-piece molecular cluster, C11H18 overall from OMol25. Energies are from ωB97M-V/def2-TZVPD.

Output
2S+1: 1
SMILES string: Cc1ccccc1.CC(C)C

Last columns: bonded neighbours and bond lengths (Å).
Geometry (Å):
1 C -0.835 -0.164 2.002  C2 1.588, C3 1.536, C4 1.511, H5 1.096
2 C 0.404 -0.648 2.869  C1 1.588, H6 1.089, H12 1.089, H13 1.086
3 C -0.919 -1.022 0.731  C1 1.536, H7 1.097, H8 1.097, H9 1.092
4 C -2.139 -0.306 2.753  C1 1.511, H10 1.088, H11 1.092, H14 1.095
5 H -0.561 0.848 1.683  C1 1.096
6 H 1.066 -1.203 2.205  C2 1.089
7 H -1.653 -1.838 0.704  C3 1.097
8 H -1.266 -0.431 -0.125  C3 1.097
9 H -0.016 -1.531 0.388  C3 1.092
10 H -2.382 -1.360 2.867  C4 1.088
11 H -2.186 0.226 3.706  C4 1.092
12 H -0.073 -1.321 3.581  C2 1.089
13 H 0.956 0.189 3.286  C2 1.086
14 H -2.927 0.190 2.177  C4 1.095
15 C 2.692 -0.534 -1.509  C17 1.512, H24 1.089, H25 1.090, H29 1.096
16 C 0.934 1.184 -0.874  C17 1.416, C18 1.376, H22 1.083
17 C 1.399 0.201 -1.780  C15 1.512, C16 1.416, C20 1.367
18 C -0.201 1.922 -1.118  C16 1.376, C19 1.411, H23 1.083
19 C -1.000 1.517 -2.208  C18 1.411, C21 1.391, H26 1.084
20 C 0.699 -0.047 -2.928  C17 1.367, C21 1.400, H27 1.082
21 C -0.527 0.595 -3.136  C19 1.391, C20 1.400, H28 1.076
22 H 1.720 1.296 -0.137  C16 1.083
23 H -0.270 2.893 -0.643  C18 1.083
24 H 2.834 -0.906 -0.495  C15 1.089
25 H 3.572 0.062 -1.753  C15 1.090
26 H -1.997 1.917 -2.348  C19 1.084
27 H 1.043 -0.723 -3.700  C20 1.082
28 H -1.100 0.401 -4.026  C21 1.076
29 H 2.733 -1.405 -2.173  C15 1.096

Here are the Löwdin charges for atoms 1 to 5, given in e:
1 C -0.45
2 C -0.06
3 C -0.10
4 C -0.11
5 H 0.11


Each structure's energy above the most stable one, in kcal/mol: w 8.0; x 0.0.


w | Here is a 2-piece molecular cluster, C11H18 overall from OMol25. Energies are from ωB97M-V/def2-TZVPD.

Output
2S+1: 1
SMILES string: Cc1ccccc1.CC(C)C

Last columns: bonded neighbours and bond lengths (Å).
Geometry (Å):
1 C 2.930 -0.566 -1.525  C5 1.457, H12 1.055, H13 1.063, H15 1.190
2 C 0.955 1.200 1.121  C3 1.423, C4 1.359, H8 1.100
3 C 1.941 0.390 0.491  C2 1.423, C5 1.376, H9 1.001
4 C 0.353 2.173 0.387  C2 1.359, C6 1.350, H10 1.098
5 C 2.052 0.402 -0.880  C1 1.457, C3 1.376, C7 1.416
6 C 0.523 2.360 -0.939  C4 1.350, C7 1.423, H11 1.105
7 C 1.423 1.462 -1.577  C5 1.416, C6 1.423, H14 1.121
8 H 0.742 0.955 2.172  C2 1.100
9 H 2.595 -0.083 1.082  C3 1.001
10 H -0.282 2.932 0.863  C4 1.098
11 H 0.063 3.130 -1.584  C6 1.105
12 H 2.611 -1.550 -1.315  C1 1.055
13 H 3.951 -0.438 -1.256  C1 1.063
14 H 1.596 1.652 -2.669  C7 1.121
15 H 2.740 -0.399 -2.688  C1 1.190
16 C -1.910 -1.548 0.711  C17 1.527, C18 1.450, C19 1.445, H20 1.226
17 C -2.575 -0.673 1.771  C16 1.527, H21 1.103, H22 1.012, H29 1.233
18 C -2.326 -2.937 0.701  C16 1.450, H23 1.003, H24 1.032, H25 1.181
19 C -2.022 -0.815 -0.529  C16 1.445, H26 1.091, H27 1.178, H28 1.109
20 H -0.729 -1.617 1.029  C16 1.226
21 H -3.660 -0.821 1.638  C17 1.103
22 H -2.303 0.300 1.713  C17 1.012
23 H -3.172 -3.168 0.214  C18 1.003
24 H -1.666 -3.634 0.322  C18 1.032
25 H -2.340 -3.144 1.864  C18 1.181
26 H -1.668 0.215 -0.465  C19 1.091
27 H -1.321 -1.386 -1.284  C19 1.178
28 H -3.045 -0.680 -0.934  C19 1.109
29 H -2.176 -0.958 2.902  C17 1.233

Here are the Löwdin charges for atoms 1 to 5, given in e:
1 C -0.06
2 C -0.07
3 C -0.04
4 C -0.16
5 C -0.31


x | Here is a 2-piece molecular cluster, C11H18 overall from OMol25. Energies are from ωB97M-V/def2-TZVPD.

Output
2S+1: 1
SMILES string: Cc1ccccc1.CC(C)C

Last columns: bonded neighbours and bond lengths (Å).
Geometry (Å):
1 C 1.926 0.800 -1.781  C5 1.491, H12 1.091, H13 1.081, H15 1.097
2 C 1.266 3.742 0.522  C3 1.383, C4 1.408, H8 1.075
3 C 1.917 2.707 -0.124  C2 1.383, C5 1.405, H9 1.086
4 C 0.032 4.129 -0.035  C2 1.408, C6 1.380, H10 1.086
5 C 1.304 2.015 -1.183  C1 1.491, C3 1.405, C7 1.409
6 C -0.600 3.475 -1.073  C4 1.380, C7 1.404, H11 1.083
7 C -0.045 2.260 -1.507  C5 1.409, C6 1.404, H14 1.078
8 H 1.618 4.307 1.367  C2 1.075
9 H 2.917 2.400 0.166  C3 1.086
10 H -0.539 4.968 0.352  C4 1.086
11 H -1.565 3.757 -1.473  C6 1.083
12 H 2.906 1.115 -2.142  C1 1.091
13 H 1.295 0.365 -2.544  C1 1.081
14 H -0.528 1.558 -2.168  C7 1.078
15 H 2.065 0.004 -1.040  C1 1.097
16 C -1.112 -2.720 0.530  C17 1.503, C18 1.561, C19 1.554, H20 1.089
17 C -2.006 -1.659 1.108  C16 1.503, H21 1.097, H22 1.086, H29 1.099
18 C 0.389 -2.314 0.670  C16 1.561, H23 1.095, H24 1.082, H25 1.082
19 C -1.355 -4.114 1.173  C16 1.554, H26 1.090, H27 1.090, H28 1.095
20 H -1.287 -2.854 -0.536  C16 1.089
21 H -1.734 -1.321 2.116  C17 1.097
22 H -3.043 -1.979 1.164  C17 1.086
23 H 0.864 -2.341 -0.316  C18 1.095
24 H 0.461 -1.257 0.888  C18 1.082
25 H 0.912 -2.986 1.337  C18 1.082
26 H -2.371 -4.494 1.060  C19 1.090
27 H -0.609 -4.755 0.701  C19 1.090
28 H -1.223 -4.057 2.258  C19 1.095
29 H -1.858 -0.750 0.508  C17 1.099

Here are the Löwdin charges for atoms 1 to 5, given in e:
1 C -0.06
2 C -0.08
3 C -0.06
4 C -0.11
5 C -0.29


Each structure's energy above the most stable one, in kcal/mol: w 41.7; x 0.0.


w | Here is a 2-piece molecular cluster, C11H18 overall from OMol25. Energies are from ωB97M-V/def2-TZVPD.

Output
2S+1: 1
SMILES string: Cc1ccccc1.CC(C)C

Last columns: bonded neighbours and bond lengths (Å).
Geometry (Å):
1 C -0.473 -2.243 -2.212  C5 1.503, H12 1.113, H13 1.143, H15 1.129
2 C 2.037 -0.661 0.047  C3 1.366, C4 1.450, H8 1.095
3 C 1.020 -0.669 -0.864  C2 1.366, C5 1.389, H9 1.068
4 C 2.210 -1.782 0.949  C2 1.450, C6 1.476, H10 1.063
5 C 0.299 -1.850 -0.985  C1 1.503, C3 1.389, C7 1.368
6 C 1.327 -2.962 0.874  C4 1.476, C7 1.377, H11 1.163
7 C 0.372 -2.904 -0.116  C5 1.368, C6 1.377, H14 1.193
8 H 2.695 0.210 0.138  C2 1.095
9 H 1.003 0.178 -1.514  C3 1.068
10 H 2.958 -1.665 1.695  C4 1.063
11 H 1.405 -4.006 1.382  C6 1.163
12 H -0.983 -3.221 -2.068  C1 1.113
13 H 0.235 -2.258 -3.109  C1 1.143
14 H -0.507 -3.707 -0.034  C7 1.193
15 H -1.189 -1.400 -2.438  C1 1.129
16 C -0.630 1.707 0.606  C17 1.540, C18 1.469, C19 1.491, H20 1.134
17 C -2.124 1.344 0.514  C16 1.540, H21 1.152, H27 1.105, H28 1.123
18 C -0.154 2.463 -0.560  C16 1.469, H22 1.171, H23 1.076, H24 1.069
19 C -0.449 2.608 1.780  C16 1.491, H25 1.081, H26 1.107, H29 1.099
20 H 0.097 0.838 0.642  C16 1.134
21 H -2.507 0.687 1.380  C17 1.152
22 H -0.412 1.753 -1.455  C18 1.171
23 H -0.800 3.283 -0.817  C18 1.076
24 H 0.848 2.662 -0.878  C18 1.069
25 H -0.625 3.668 1.667  C19 1.081
26 H -1.049 2.333 2.668  C19 1.107
27 H -2.411 0.814 -0.413  C17 1.105
28 H -2.707 2.255 0.818  C17 1.123
29 H 0.513 2.527 2.305  C19 1.099

Here are the Löwdin charges for atoms 1 to 5, given in e:
1 C -0.07
2 C -0.10
3 C -0.10
4 C -0.05
5 C -0.31


x | Here is a 2-piece molecular cluster, C11H18 overall from OMol25. Energies are from ωB97M-V/def2-TZVPD.

Output
2S+1: 1
SMILES string: CCc1ccccc1.CCC

Last columns: bonded neighbours and bond lengths (Å).
Geometry (Å):
1 C 0.168 2.710 -0.100  C2 1.549, C3 1.543, H4 1.131, H5 1.105
2 C 0.230 2.399 1.415  C1 1.549, H6 1.077, H7 1.125, H10 1.114
3 C 1.600 2.504 -0.637  C1 1.543, H8 1.142, H9 1.175, H11 1.132
4 H -0.522 1.950 -0.576  C1 1.131
5 H -0.393 3.642 -0.293  C1 1.105
6 H 1.091 2.490 2.054  C2 1.077
7 H -0.146 1.357 1.615  C2 1.125
8 H 2.219 2.090 0.228  C3 1.142
9 H 1.512 1.696 -1.485  C3 1.175
10 H -0.354 3.093 2.062  C2 1.114
11 H 2.100 3.456 -0.992  C3 1.132
12 C 0.899 -1.507 1.034  C13 1.591, C14 1.460, H20 1.200, H21 1.115
13 C 0.444 -2.974 1.448  C12 1.591, H22 1.084, H28 1.188, H29 1.121
14 C 0.016 -1.162 -0.076  C12 1.460, C15 1.502, C16 1.407
15 C -1.293 -0.605 0.408  C14 1.502, C17 1.418, H23 1.015
16 C 0.324 -1.451 -1.419  C14 1.407, C18 1.411, H24 1.071
17 C -2.175 -0.522 -0.698  C15 1.418, C19 1.398, H25 1.058
18 C -0.647 -1.230 -2.419  C16 1.411, C19 1.363, H26 1.078
19 C -1.886 -0.811 -2.035  C17 1.398, C18 1.363, H27 1.014
20 H 0.735 -0.641 1.848  C12 1.200
21 H 2.013 -1.549 1.060  C12 1.115
22 H 0.959 -3.748 2.008  C13 1.084
23 H -1.514 -0.512 1.395  C15 1.015
24 H 1.231 -1.986 -1.612  C16 1.071
25 H -3.120 -0.164 -0.384  C17 1.058
26 H -0.511 -1.516 -3.449  C18 1.078
27 H -2.663 -0.685 -2.674  C19 1.014
28 H 0.264 -3.490 0.394  C13 1.188
29 H -0.581 -2.833 1.879  C13 1.121

Here are the Löwdin charges for atoms 1 to 5, given in e:
1 C -0.30
2 C -0.15
3 C -0.13
4 H 0.09
5 H 0.10


Each structure's energy above the most stable one, in kcal/mol: w 0.0; x 7.4.